(1)
The following is a quantum chemistry calculation of a structure of composition C27H46N4NiO2Se2, from the OMol25 dataset.

Energy above the lowest of the compared OMol25 structures with the same formula, charge and spin (kJ/mol): 135.5
Multiplicity: 3
LUMO (spin up / spin down) (eV): -0.49 / -0.48

The geometry in XYZ format:
```
82
Properties=species:S:1:pos:R:3:mulliken_charge:R:1
Ni 0.5056 0.0892 -1.2890 0.626
O 5.2017 0.9541 -6.2572 -0.571
C 3.9609 0.2905 -5.9966 -1.254
C 3.8350 -0.0315 -4.5051 1.571
C 4.9662 -0.9764 -4.0733 -0.951
O 6.2447 -0.3693 -4.0371 -0.575
C 3.8482 1.2742 -3.7083 -1.052
Se 3.4795 1.0311 -1.8024 -0.325
C 2.4827 -0.7339 -4.3681 -1.412
Se 2.0139 -1.3090 -2.5539 -0.517
H 5.2614 1.1567 -7.1946 0.337
H 3.9073 -0.6424 -6.5671 0.451
H 3.1229 0.9267 -6.3016 0.432
H 4.9607 -1.8430 -4.7501 0.420
H 4.7664 -1.3390 -3.0678 0.367
H 6.3723 0.0902 -4.8757 0.389
H 3.1143 1.9643 -4.1271 0.412
H 4.8309 1.7346 -3.7683 0.453
H 2.4670 -1.6554 -4.9519 0.514
H 1.6968 -0.0808 -4.7497 0.434
N 0.3880 2.2866 -1.6469 -0.365
C -0.6191 3.0952 -0.9331 -0.542
C -2.0376 2.7095 -1.3279 -1.071
C -2.4531 1.3035 -0.8552 0.683
C -2.5485 0.2506 -1.9490 -0.961
N -1.2500 0.0517 -2.6250 -0.377
H 1.3279 2.4960 -1.3177 0.191
H 0.3998 2.5366 -2.6314 0.255
H -0.4629 4.1611 -1.1142 0.516
H -0.4817 2.9199 0.1365 0.084
H -2.1493 2.8035 -2.4175 0.340
H -2.7078 3.4558 -0.8985 0.393
H -3.4227 1.3494 -0.3566 0.532
H -1.7420 0.9525 -0.1004 -0.640
H -3.3245 0.5266 -2.6681 0.491
H -2.8343 -0.7008 -1.4996 0.236
H -1.0689 0.8074 -3.2760 0.255
H -1.2490 -0.8026 -3.1710 0.209
C -4.0462 -4.7335 1.0032 -2.211
C -3.4248 -3.6196 1.8491 1.835
C -4.5327 -2.6207 2.2152 -1.586
C -2.8611 -4.2452 3.1322 -1.592
C -2.3061 -2.8888 1.1002 0.580
C -1.8889 -3.2698 -0.2088 -0.713
C -0.9099 -2.5359 -0.8301 -0.676
N -0.3050 -1.4755 -0.2834 0.163
C -0.6403 -1.1150 1.0091 -0.497
C -1.6697 -1.8274 1.6824 0.349
C 0.0670 -0.0125 1.5357 -0.897
C -0.1300 0.5106 2.8416 0.383
C 0.6083 1.5610 3.3134 0.596
C 1.5966 2.1044 2.4492 -0.768
C 1.7359 1.5851 1.1862 -0.684
N 0.9982 0.5806 0.6927 -0.168
C 0.3508 2.1117 4.7179 1.738
C -1.0987 2.6127 4.8054 -1.550
C 0.5689 1.0033 5.7567 -1.585
C 1.2827 3.2775 5.0556 -2.225
H -4.8224 -5.2392 1.5821 0.443
H -3.3055 -5.4830 0.7154 0.413
H -4.5075 -4.3370 0.0952 0.407
H -5.3759 -3.1436 2.6752 0.459
H -4.8945 -2.1038 1.3230 0.333
H -4.1782 -1.8670 2.9214 0.327
H -3.6584 -4.7393 3.6950 0.454
H -2.4061 -3.4910 3.7767 0.303
H -2.0965 -4.9889 2.8943 0.375
H -2.3140 -4.1184 -0.7236 0.450
H -0.5687 -2.8021 -1.8270 0.350
H -1.9532 -1.5171 2.6803 0.448
H -0.8808 0.0562 3.4749 0.433
H 2.2483 2.9084 2.7561 0.512
H 2.4831 1.9976 0.5181 0.320
H -1.8125 1.8030 4.6435 0.317
H -1.2850 3.3832 4.0533 0.344
H -1.2904 3.0430 5.7925 0.452
H -0.0827 0.1475 5.5739 0.296
H 0.3587 1.3819 6.7607 0.458
H 1.6023 0.6503 5.7321 0.374
H 1.1344 4.1200 4.3756 0.407
H 2.3327 2.9788 5.0130 0.413
H 1.0755 3.6245 6.0708 0.445
```

=====

(2)
The following is a quantum chemistry calculation of a cluster of 4 separate species, C27H47Br6ClF2N4O2PS in total, from the OMol25 dataset.

Net charge: +1
LUMO (eV): -4.37

The geometry in XYZ format:
```
91
Properties=species:S:1:pos:R:3:mulliken_charge:R:1
C 0.7120 5.5188 -1.0389 -0.713
C 1.8666 5.3130 -0.0168 -0.131
S 3.1245 4.0903 -0.5748 -0.121
C 2.2160 2.7690 -1.4578 -1.129
N 1.2696 1.9774 -0.5556 0.731
N 1.4892 2.2199 0.7206 -0.779
C 0.6655 1.5326 1.4654 0.323
N 0.8941 1.7282 2.9150 0.391
C 1.1024 3.1490 3.1643 0.517
O 2.1676 3.5492 3.3755 -0.358
F 0.0182 3.9060 3.0922 -0.249
C 2.1003 1.0768 3.3379 0.363
O 2.9514 0.6778 2.6686 -0.340
F 2.1843 0.8873 4.6736 -0.279
C -0.3986 0.6556 1.1101 -0.306
C -1.2488 -0.0292 2.1777 -0.824
C -0.6170 -1.3763 2.7158 -0.827
C 0.6851 -1.8371 2.0029 0.614
Cl 0.9756 -3.5979 2.4291 -0.203
C -0.5888 0.4451 -0.2900 0.292
C -1.7073 -0.4593 -0.7853 -2.238
C -1.5181 -1.9954 -0.4516 0.982
C -2.6627 -2.7586 -1.1966 -0.884
C -2.3438 -4.2733 -1.3692 0.133
C -3.4672 -4.9248 -2.2631 -0.556
N -3.4450 -4.3605 -3.6393 -0.655
C 0.3713 1.1734 -1.1182 0.658
P 0.0935 0.7917 -2.9248 -0.331
C 1.1945 1.6004 -4.1525 0.810
C 0.8623 1.1436 -5.6116 -1.447
C 0.2908 -1.0628 -3.2077 0.135
C 1.3816 -1.7393 -2.3043 -1.114
H 1.0716 5.7167 -2.0702 -0.082
H 0.0377 6.3536 -0.7587 0.439
H 0.0703 4.6086 -1.1047 0.179
H 1.4089 5.0348 0.9501 0.025
H 2.3626 6.2984 0.1002 0.493
H 2.9136 2.1060 -1.9896 0.371
H 1.5369 3.3055 -2.1513 0.387
H -1.3713 0.6725 3.0192 0.634
H -2.2207 -0.3030 1.7205 0.317
H -0.3491 -1.1992 3.7799 0.306
H -1.3192 -2.2273 2.6941 0.099
H 1.5992 -1.3109 2.3241 0.229
H 0.6548 -1.8095 0.9022 -0.458
H -1.9624 -0.3564 -1.8514 0.927
H -2.6224 -0.1539 -0.2261 0.756
H -1.7342 -2.0922 0.6314 -0.250
H -0.5126 -2.3767 -0.6887 0.001
H -2.8948 -2.2738 -2.1721 0.339
H -3.6142 -2.6922 -0.6195 0.383
H -2.3505 -4.8048 -0.3953 -0.304
H -1.3469 -4.3810 -1.8467 0.140
H -3.3660 -6.0271 -2.2899 0.296
H -4.4231 -4.6481 -1.7647 0.303
H -4.2153 -3.7065 -3.7394 0.307
H -2.5585 -3.8782 -3.7672 0.240
H 1.1666 2.7072 -4.1446 -0.562
H 2.2621 1.3299 -3.9662 0.361
H 1.2479 0.1236 -5.8085 0.387
H -0.2240 1.2022 -5.8189 0.369
H 1.4199 1.8103 -6.3013 0.410
H -0.6895 -1.5701 -3.1057 -0.120
H 0.5945 -1.2480 -4.2596 0.488
H 1.3158 -1.3917 -1.2506 0.137
H 2.3931 -1.6149 -2.7258 0.403
H 1.1257 -2.8218 -2.2511 0.344
Br -1.1698 -0.7594 8.2159 -0.122
C 0.5143 0.1903 7.9962 -0.242
C 1.5790 -0.3569 8.9105 -0.612
Br 1.3243 0.2532 10.7406 -0.128
H 0.3084 1.2443 8.1630 0.415
H 0.7899 0.0387 6.9532 -0.041
H 2.5605 0.0156 8.6204 0.342
H 1.6005 -1.4430 8.9385 0.398
Br -3.0828 -7.3058 0.2901 -0.075
C -3.0899 -7.3272 2.2367 -0.565
C -3.4021 -5.9673 2.8031 -0.700
Br -1.8585 -4.7765 2.6932 -0.021
H -2.1225 -7.7090 2.5521 0.373
H -3.8652 -8.0412 2.5095 0.372
H -3.6293 -6.0391 3.8658 0.418
H -4.2233 -5.4699 2.2939 0.380
Br 0.6674 5.2856 -4.7480 -0.145
C 2.6143 5.4284 -4.7535 -0.378
C 3.0591 6.8506 -4.9712 -0.684
Br 2.8789 7.3697 -6.8367 -0.130
H 2.9796 4.7451 -5.5159 0.550
H 2.9298 5.0743 -3.7705 0.054
H 4.1191 6.9575 -4.7457 0.407
H 2.4925 7.5698 -4.3854 0.375
```

=====

Calculated max |F| (eV/Å), listed in the same order as above: 4.0, 2.5
Calculated calculated total energy (a.u.), listed in the same order as above: -7737.0982, -18269.7512
Calculated M (u), listed in the same order as above: 675.30, 1075.61